Molecular formula: C11H25CaCl3F2GaLiN2O8P2S2
Method: DFT, ωB97M-V/def2-TZVPD

XYZ file:
```
58
Properties=species:S:1:pos:R:3:forces:R:3
C 3.63865 -1.14850 -0.64206 -0.8456 0.2697 0.0721
C 2.31059 -0.71905 -1.48940 0.8001 -1.0736 -0.3646
P 0.87203 -0.36918 -0.26318 0.7949 -0.0060 0.3489
C 0.26884 -2.06723 0.33881 0.0704 -0.7230 -0.7490
Ga -0.84041 0.80722 -1.39792 1.1203 -0.6164 -0.6414
C 0.03436 1.67172 -3.04735 -0.0953 1.1611 -1.2101
C 0.93185 2.96211 -2.75021 0.9075 -0.0347 0.7654
N 1.69049 3.17254 -1.69560 -2.0352 -1.0164 -2.5441
N -1.81874 2.02779 -0.24838 4.3316 2.8121 3.9433
C -1.00008 2.70476 0.46161 -2.6008 -0.0145 -2.7095
S -0.09466 3.97226 1.09581 -1.1941 -2.6539 -0.6080
P -2.47748 -0.70237 -2.25847 -1.5778 0.7894 1.4163
O -2.05821 -2.34206 -1.89195 -0.3331 1.3191 -0.5481
O -4.00849 -0.31669 -1.55694 1.9734 -1.3790 0.2647
H 4.37463 -1.75467 -1.29309 -1.2088 0.9631 1.1319
H 4.14366 -0.20192 -0.23201 -0.7210 -1.5210 -0.5556
H 3.25579 -1.77797 0.24865 0.9766 0.9937 -1.4424
H 2.56881 0.19598 -2.12481 -0.6250 -1.1678 0.9037
H 2.06471 -1.60082 -2.20216 0.2674 1.4436 1.0255
H 0.20940 -2.75838 -0.58753 -0.2170 0.9099 1.6373
H 0.99333 -2.54708 1.08038 -1.0386 0.9116 -0.9323
H -0.75728 -1.91272 0.82631 1.5044 -0.3600 -0.7486
H -0.82466 2.02125 -3.74410 1.3396 -0.4841 0.9504
H 0.63118 0.90412 -3.67907 -0.7913 1.1918 1.1189
H 0.95027 3.78332 -3.56479 -0.1354 -1.3044 1.3181
H 1.59260 2.34503 -1.08044 0.1811 0.4750 0.0510
H -1.77220 -2.77432 -2.75169 0.4552 -1.0544 2.5174
H -3.92402 -0.42026 -0.57476 -0.2557 0.4077 -0.9297
C -6.27100 3.47678 0.26662 -0.3151 -0.3518 0.1572
C -5.33267 2.41582 0.81896 0.1452 0.1860 -0.3561
O -5.70913 1.13702 0.30045 -0.0318 -0.1286 -0.0514
O -7.61687 3.16356 0.61346 0.0744 -0.0898 0.1471
H -6.02928 4.46351 0.66701 -0.0647 -0.0668 -0.0072
H -6.21335 3.51073 -0.82716 0.3272 0.0819 -0.0551
H -5.41563 2.35912 1.90602 -0.0494 -0.0381 -0.1033
H -4.29291 2.62087 0.54955 -0.0077 0.1441 0.0948
H -5.49500 1.13201 -0.64390 -0.0353 -0.0298 0.1672
H -7.69361 2.19947 0.53264 0.0168 0.2647 -0.0062
C 2.08409 -5.38005 2.80677 0.1581 -0.0307 -0.0546
C 3.40862 -6.05640 3.14258 0.1426 0.2786 0.4429
O 4.27293 -5.73387 2.05756 -0.7219 0.1791 -0.2901
S 3.87816 -4.26427 1.48412 0.8421 0.6518 -0.5175
O 4.76099 -3.30380 2.06937 -0.8710 -0.7814 -0.5952
O 3.66434 -4.36981 0.07459 0.2503 -0.0830 1.1799
O 2.43259 -4.13672 2.21848 0.3172 -0.4699 0.2755
H 1.51865 -5.96148 2.06544 -0.0263 -0.0810 -0.2446
H 1.46489 -5.22063 3.69407 0.1000 0.3571 0.0348
H 3.31093 -7.13875 3.24794 0.2253 0.0012 -0.2022
H 3.84214 -5.64060 4.05668 -0.1508 -0.0721 0.0276
C 2.80148 6.55867 -0.26841 0.0448 -0.2110 0.0832
Cl 3.66309 5.53047 0.88352 -0.1843 0.1079 -0.1651
Cl 1.70369 7.66070 0.57944 0.0319 -0.0790 -0.0774
Cl 3.94600 7.46897 -1.26688 -0.0778 -0.0258 -0.0038
H 2.20933 5.91919 -0.92183 0.1336 0.0311 0.1482
Ca -2.22942 -2.11334 -4.42995 -0.5872 0.1301 -3.0366
F 1.57680 2.78508 2.67545 -1.6113 -1.1748 0.1111
Li 0.43976 -7.43239 3.36555 -0.1890 -0.0503 -0.0580
F 0.36546 1.19528 3.30620 1.0663 1.1117 -0.5267
```
Forces are in eV/Å.

Results
Electronic energy (eV): -185426.8690
HOMO energy (eV): -5.008
Multiplicity: 1
LUMO level (eV): -3.5